ORCA calculation (wB97M-V/def2-TZVPD) on C38H68Br22ClN2O3PS as an isolated structure in a non-equilibrium geometry.

## Properties
HOMO energy ... -7.939 eV
Maximum force ... 4.1 eV/A
HOMO-LUMO gap ... 7.22 eV
LUMO level ... -0.7160 eV
DFT total energy ... -59651.9383 a.u.

XYZ file:
```
136
Properties=species:S:1:pos:R:3:forces:R:3:lowdin_charge:R:1
C 3.191 4.560 3.362 -0.330 0.812 0.030 -0.1466
O 3.032 3.158 3.456 0.398 -0.367 -0.170 -0.1557
C 3.599 2.434 2.375 -0.042 0.158 -0.956 -0.2090
C 2.659 2.234 1.156 0.113 1.428 0.819 -0.2294
C 1.857 1.135 1.019 -0.386 0.235 0.066 -0.2380
C 1.913 0.127 2.186 -0.968 -0.913 -0.840 -0.1703
C 0.548 -0.170 2.892 0.836 0.312 0.152 -0.1982
C -0.388 1.053 3.067 -0.618 -0.889 0.485 -0.1495
C -1.810 0.747 2.531 -0.005 0.216 0.455 -0.2571
O -2.263 -0.546 2.935 0.167 -0.030 -0.084 -0.1478
C 1.000 0.979 -0.218 1.092 0.302 0.251 -0.2479
P 0.002 -0.578 -0.330 -0.336 -0.393 1.380 0.9615
C 1.271 -1.877 -0.751 -0.650 0.174 -0.142 -0.2538
O -1.040 -0.580 -1.618 0.858 -0.276 -0.008 -0.3623
C 1.013 1.977 -1.153 -1.032 -0.164 -1.023 -0.2035
C 0.167 1.957 -2.437 0.317 -0.153 -0.292 -0.1616
C -1.304 2.466 -2.289 0.525 0.656 0.252 -0.6738
C -1.824 2.579 -0.858 -0.302 0.014 -0.109 -0.1230
Cl -2.452 1.525 -3.340 0.230 0.245 0.248 0.5871
C 1.834 3.144 -1.031 0.624 -0.231 1.175 -0.3846
N 1.898 4.117 -1.937 2.638 -0.623 1.310 -0.3363
S 3.043 5.169 -1.289 1.355 -1.538 -0.398 0.8405
N 3.429 4.428 0.104 -1.203 -1.092 -0.751 -0.3184
C 2.700 3.301 0.135 -1.296 -0.520 -0.004 -0.3725
H 3.227 4.992 4.375 -0.059 -0.350 -0.202 0.0881
H 2.334 5.015 2.845 0.220 -0.122 0.040 0.0020
H 4.100 4.891 2.839 -0.097 -0.411 0.111 0.0562
H 3.994 1.480 2.742 -0.268 0.325 -0.010 0.1176
H 4.462 2.955 1.962 -0.131 0.044 0.408 -0.0077
H 2.265 -0.846 1.782 -0.116 0.676 0.117 -0.0195
H 2.635 0.390 2.957 -0.234 0.238 -0.391 0.0956
H 0.085 -1.018 2.377 -0.215 0.427 0.136 0.0564
H 0.801 -0.542 3.898 -0.039 0.009 -0.376 0.1122
H -0.524 1.199 4.153 0.135 0.112 -0.351 0.1116
H 0.017 2.000 2.684 -0.094 -0.324 -0.145 0.0983
H -1.872 0.820 1.441 0.036 0.154 0.221 0.0606
H -2.513 1.448 3.013 0.199 -0.025 -0.476 0.1197
H -2.126 -1.171 2.204 -0.033 0.358 0.269 -0.0387
H 2.282 -1.581 -0.453 -0.176 -0.003 -0.363 0.0020
H 1.191 -2.129 -1.821 0.414 0.180 0.209 0.0451
H 0.994 -2.773 -0.184 0.066 0.173 -0.205 -0.0154
H -0.688 -1.099 -2.358 -0.161 0.323 -0.073 0.0597
H 0.648 2.632 -3.161 -0.119 -0.270 0.289 0.1030
H 0.233 0.965 -2.899 -0.337 0.253 0.239 0.0929
H -1.335 3.482 -2.708 -0.033 -0.373 0.009 0.0791
H -2.792 3.105 -0.873 0.183 -0.405 0.048 0.0772
H -1.165 3.189 -0.220 0.012 -0.206 -0.380 0.0843
H -1.916 1.589 -0.399 -0.120 0.253 -0.082 0.0238
Br -6.908 -1.781 -0.454 -0.076 -0.068 0.062 0.6227
C -5.524 -0.500 0.025 -0.171 0.114 -0.091 -0.6732
C -4.186 -0.899 -0.532 0.214 0.081 0.240 -0.6604
Br -3.412 -2.358 0.497 -0.100 -0.323 -0.262 0.7084
H -5.528 -0.425 1.110 0.082 -0.042 -0.020 0.0460
H -5.849 0.447 -0.403 0.058 -0.026 -0.038 0.0615
H -3.478 -0.077 -0.449 -0.024 -0.011 -0.036 0.0297
H -4.227 -1.230 -1.565 -0.041 0.028 0.026 0.0556
Br -5.838 -1.599 4.682 -0.026 0.078 -0.031 0.5973
C -4.021 -1.701 5.376 -0.088 -0.206 -0.143 -0.7045
C -3.997 -2.268 6.770 0.112 0.136 0.142 -0.6947
Br -4.573 -0.954 8.087 -0.054 -0.060 0.001 0.5945
H -3.602 -0.703 5.311 0.019 -0.046 0.002 0.0418
H -3.492 -2.356 4.687 0.024 0.043 0.026 0.0542
H -2.979 -2.530 7.055 -0.003 0.021 -0.063 0.0572
H -4.639 -3.136 6.888 -0.008 0.035 -0.057 0.0491
Br 2.733 -3.172 2.035 0.064 -0.419 0.302 0.7750
C 2.904 -5.069 2.441 0.226 0.179 0.055 -0.6640
C 3.362 -5.845 1.235 -0.168 -0.244 -0.053 -0.6878
Br 1.912 -6.097 -0.040 0.061 0.091 -0.033 0.6102
H 1.942 -5.399 2.822 0.009 -0.030 -0.082 0.0528
H 3.645 -5.126 3.237 0.012 -0.032 -0.049 0.0578
H 3.669 -6.849 1.521 -0.013 0.033 0.039 0.0581
H 4.173 -5.359 0.699 -0.032 0.046 0.052 0.0503
Br 4.203 0.959 -0.666 1.393 -0.735 -0.724 0.9788
C 5.676 1.028 -1.941 -0.154 0.021 0.182 -0.6278
C 5.161 0.974 -3.354 0.257 -0.148 -0.209 -0.6776
Br 4.617 -0.838 -3.820 -0.132 0.011 0.013 0.6172
H 6.349 0.209 -1.700 -0.004 -0.001 -0.130 0.0513
H 6.180 1.976 -1.749 -0.069 0.016 -0.027 0.0403
H 5.947 1.234 -4.062 -0.009 -0.006 0.026 0.0578
H 4.301 1.617 -3.521 0.009 -0.019 0.095 0.0508
Br -9.911 -6.721 2.444 0.023 0.008 0.073 0.5912
C -8.904 -5.112 2.882 -0.229 -0.026 -0.195 -0.7016
C -7.704 -4.953 1.990 0.281 0.102 0.166 -0.7095
Br -6.259 -6.154 2.505 -0.016 -0.016 -0.073 0.5920
H -8.651 -5.176 3.936 0.082 0.009 -0.049 0.0539
H -9.596 -4.288 2.722 0.018 -0.034 0.003 -0.0229
H -7.289 -3.951 2.089 -0.022 -0.012 0.013 0.0298
H -7.920 -5.151 0.944 -0.060 -0.017 0.044 0.0482
Br 3.985 -4.675 -3.410 0.033 -0.076 0.042 0.5796
C 5.437 -4.622 -4.705 -0.109 0.257 0.175 -0.7009
C 4.920 -4.698 -6.117 0.164 -0.178 -0.192 -0.6855
Br 4.385 -6.509 -6.586 -0.040 0.001 0.168 0.6145
H 6.114 -5.433 -4.454 -0.041 -0.023 -0.084 0.0500
H 5.936 -3.669 -4.534 -0.021 -0.004 -0.065 0.0295
H 5.706 -4.441 -6.825 0.006 0.015 0.048 0.0614
H 4.058 -4.060 -6.290 0.018 -0.004 0.078 0.0535
Br 2.146 8.131 3.007 -0.063 0.008 -0.080 0.6315
C 0.312 8.186 3.659 0.265 0.057 0.145 -0.6818
C -0.085 6.887 4.312 -0.230 -0.066 -0.071 -0.6812
Br -0.445 5.489 3.013 -0.059 -0.016 -0.098 0.6421
H -0.311 8.454 2.811 -0.052 -0.111 0.039 0.0449
H 0.291 8.992 4.390 -0.013 -0.035 0.000 0.0575
H -1.016 7.012 4.862 0.029 0.038 -0.005 0.0569
H 0.678 6.496 4.979 0.034 0.097 -0.026 0.0519
Br 3.506 -6.491 -10.218 -0.105 -0.019 -0.152 0.5794
C 3.592 -8.400 -9.858 0.204 0.241 0.120 -0.7095
C 4.026 -9.173 -11.075 -0.181 -0.234 -0.052 -0.7020
Br 2.581 -9.344 -12.367 0.066 0.047 -0.022 0.6016
H 2.614 -8.696 -9.491 0.014 -0.042 -0.076 0.0541
H 4.324 -8.505 -9.058 0.010 -0.030 -0.044 0.0326
H 4.287 -10.195 -10.803 -0.005 0.037 0.047 0.0565
H 4.862 -8.714 -11.594 -0.028 0.050 0.061 0.0494
Br -3.008 6.600 -1.823 0.049 -0.038 0.092 0.6122
C -1.635 7.922 -1.421 -0.217 0.145 -0.294 -0.6887
C -0.340 7.597 -2.123 -0.120 0.082 0.684 -0.6212
Br 0.622 6.129 -1.254 -3.101 2.660 -0.357 0.7952
H -1.536 7.955 -0.340 0.070 -0.052 -0.029 0.0438
H -2.040 8.869 -1.774 0.019 -0.030 -0.006 0.0560
H 0.339 8.447 -2.076 -0.046 0.003 0.027 0.0609
H -0.480 7.304 -3.159 -0.054 -0.046 0.053 0.0548
Br 6.068 4.146 0.699 1.026 0.441 -0.182 0.7980
C 7.956 4.071 1.183 -0.217 -0.248 -0.259 -0.6552
C 8.148 3.443 2.538 0.230 0.159 0.149 -0.6911
Br 7.678 4.678 3.967 -0.086 -0.070 -0.018 0.6139
H 8.339 5.086 1.124 0.027 -0.034 0.093 0.0499
H 8.427 3.463 0.411 0.064 -0.010 0.082 0.0546
H 9.196 3.200 2.703 -0.018 0.009 -0.031 0.0555
H 7.545 2.550 2.682 -0.022 0.040 -0.067 0.0513
Br -11.554 -4.063 -0.655 -0.047 0.011 0.073 0.6056
C -11.940 -2.210 -0.200 0.152 -0.148 -0.270 -0.6929
C -11.060 -1.731 0.921 -0.112 0.160 0.218 -0.6855
Br -11.654 -2.428 2.640 0.020 0.014 -0.024 0.6461
H -12.999 -2.154 0.034 0.044 0.013 0.069 0.0500
H -11.741 -1.644 -1.109 0.032 0.031 0.058 0.0577
H -11.117 -0.648 1.019 -0.014 -0.022 -0.042 0.0589
H -10.021 -2.026 0.801 -0.037 -0.009 -0.058 0.0213
```
Forces are in eV/Å.